(1)
DFT (ωB97M-V/def2-TZVPD) results for the ion C4H9N2S with charge +1 at a distorted geometry.

Its total energy is -665.137333 Eh. The calculation puts the HOMO energy (spin up / spin down) at -11.43 / -12.90 eV. The value obtained for the relative energy (zero: lowest compared OMol25 entry of this formula, charge and spin) is 97.3 kcal/mol. Its total charge is +1.

Geometry as XYZ:
```
16
Properties=species:S:1:pos:R:3:forces:R:3
C 0.1778 -1.6381 -0.2284 -0.69 -0.75 -0.55
C -0.8620 1.1737 -0.6713 -1.30 -0.86 -0.19
C -1.1230 -1.3032 0.4235 0.60 -0.05 0.26
C 0.9980 0.4076 0.8243 0.48 -0.57 -1.51
N 1.1723 -0.5944 -0.1329 0.23 0.95 1.09
N 0.1566 1.5674 0.3145 0.17 0.16 0.67
S -2.0952 0.0394 0.0795 0.11 0.89 -0.52
H 0.5588 -2.5605 0.2249 -0.03 0.17 -0.02
H -0.0079 -1.8682 -1.2920 0.12 -0.02 0.13
H -1.4223 2.0423 -1.0213 0.21 -0.01 0.11
H -0.3767 0.6732 -1.5092 0.06 0.24 0.14
H -1.6561 -2.0829 0.9409 -0.03 -0.09 0.12
H 1.8991 0.8051 1.2663 0.04 0.01 0.24
H 2.1186 -0.9372 -0.2388 -0.03 0.13 0.14
H 0.7552 2.2842 -0.1193 0.01 -0.17 0.20
H -0.2933 1.9916 1.1395 0.05 -0.02 -0.31
```
Positions in Å, forces in eV/Å.

***

(2)
DFT (ωB97M-V/def2-TZVPD) results for a cluster of 2 separate species, C4H9N2S in total at a distorted geometry.

Its total energy is -665.121805 Eh. The calculation puts the HOMO energy (spin up / spin down) at -12.66 / -12.66 eV. The value obtained for the relative energy (zero: lowest compared OMol25 entry of this formula, charge and spin) is 107.0 kcal/mol. Its total charge is +1.

Geometry as XYZ:
```
16
Properties=species:S:1:pos:R:3:forces:R:3
C -2.3000 -0.2567 0.2650 -0.68 1.79 -2.77
C 1.7812 0.7123 0.2619 -0.46 -1.19 1.28
C 2.7676 -0.3966 0.2734 -0.31 -2.79 2.09
C 1.7382 -0.3278 -0.7653 -2.34 -2.23 2.77
N -3.2310 0.7315 0.1570 -0.33 0.39 -0.85
N -1.2551 -0.4528 -0.5081 -0.13 0.01 1.22
S -0.2166 -1.8340 -0.3052 1.99 1.44 -0.59
H -2.5593 -1.0456 0.9195 0.07 -0.59 0.99
H 1.1763 0.8805 1.1468 -0.60 -0.91 -0.21
H 2.1291 1.6251 0.0333 1.22 3.24 -1.58
H 3.7768 -0.3783 0.0005 1.38 0.87 -0.91
H 2.8017 -1.1394 1.1743 -0.96 1.20 -1.82
H 1.6643 -0.4247 -1.8076 0.27 0.19 -1.10
H -3.9492 0.6334 0.8686 0.05 0.25 -0.35
H -3.5256 1.4147 -0.6526 1.57 -2.04 2.05
H -0.7983 0.2584 -1.0615 -0.75 0.35 -0.24
```
Positions in Å, forces in eV/Å.

***

(3)
DFT (ωB97M-V/def2-TZVPD) results for the ion C4H9N2S with charge +1 at a distorted geometry.

Its total energy is -665.100919 Eh. The calculation puts the HOMO energy (spin up / spin down) at -12.81 / -12.77 eV. The value obtained for the relative energy (zero: lowest compared OMol25 entry of this formula, charge and spin) is 120.1 kcal/mol. Its total charge is +1.

Geometry as XYZ:
```
16
Properties=species:S:1:pos:R:3:forces:R:3
C -0.3205 0.9730 -0.0293 1.64 1.30 -0.92
C 1.0706 -0.9203 -0.9981 1.56 0.45 0.67
C -0.2800 -0.3438 -0.5674 -0.03 -2.77 0.40
C -0.6019 -1.0451 0.7862 -1.34 0.61 0.83
N 1.8620 1.3105 0.1147 -2.45 1.33 -1.19
N -1.3790 1.6670 0.1070 -1.95 -0.72 -0.69
S 2.3960 -0.1663 0.1808 -0.77 -2.20 -0.36
H 1.1152 -1.9913 -0.7350 0.03 0.46 -0.39
H 1.3606 -0.7734 -2.0273 -0.05 0.23 -0.25
H -1.1195 -0.8114 -1.2122 1.37 1.57 0.33
H -0.3372 -2.0737 0.7414 0.08 -0.85 -0.03
H -1.6865 -0.9169 0.7718 -0.01 -0.54 1.01
H -0.1885 -0.6180 1.7184 -0.04 0.02 -0.61
H 1.8981 1.8350 0.9757 0.65 0.24 0.59
H -2.2902 1.2373 -0.1406 0.58 0.33 -0.13
H -1.4994 2.6373 0.3139 0.72 0.55 0.72
```
Positions in Å, forces in eV/Å.

***

(4)
DFT (ωB97M-V/def2-TZVPD) results for a cluster of 2 separate species, C4H9N3 in total.

Its total energy is -321.942688 Eh. The calculation puts the HOMO energy at -8.76 eV. The value obtained for the relative energy (zero: lowest compared OMol25 entry of this formula, charge and spin) is 92.7 kcal/mol. Its total charge is 0.

Geometry as XYZ:
```
16
Properties=species:S:1:pos:R:3:forces:R:3
C 0.2596 -1.4497 0.2048 0.01 0.26 -0.18
C 0.1124 -0.7292 -0.9673 0.09 -0.02 0.36
C 0.1449 2.4502 -0.7635 -0.01 0.00 0.11
C -0.9127 -1.8060 1.0801 0.00 0.01 0.00
N 0.8122 1.2019 -0.4108 0.04 -0.09 0.05
N 1.0653 0.9727 0.8094 -0.09 -0.77 0.21
N 1.1309 0.0276 1.4931 -0.15 0.62 -0.59
H 1.1363 -2.0810 0.2984 0.00 0.03 0.00
H 0.8483 -0.8029 -1.7549 0.00 0.01 0.03
H -0.8697 -0.3832 -1.2698 0.00 0.01 0.02
H -0.0289 2.4155 -1.8376 0.01 -0.01 0.05
H 0.7787 3.3139 -0.5494 -0.04 -0.07 -0.02
H -0.8157 2.5732 -0.2516 0.06 -0.02 -0.03
H -1.3527 -2.7607 0.7740 0.03 0.06 0.02
H -1.6944 -1.0450 1.0194 0.04 -0.02 -0.01
H -0.6146 -1.8973 2.1256 0.00 0.01 -0.04
```
Positions in Å, forces in eV/Å.

***

(5)
DFT (ωB97M-V/def2-TZVPD) results for a structure of composition C4H9N3 at a distorted geometry.

Its total energy is -321.892478 Eh. The calculation puts the HOMO energy at -9.00 eV. The value obtained for the relative energy (zero: lowest compared OMol25 entry of this formula, charge and spin) is 124.2 kcal/mol. Its total charge is 0.

Geometry as XYZ:
```
16
Properties=species:S:1:pos:R:3:forces:R:3
C 2.5611 -0.7327 0.8782 5.92 1.12 3.67
C 1.4195 0.1800 0.6564 -0.76 -1.24 -1.24
C -1.4716 0.0691 -0.2915 4.99 -1.55 1.86
C -2.7012 0.5360 -0.9632 -0.47 4.39 4.22
H 2.8346 -1.4962 0.1396 -1.06 0.19 0.23
H 3.7083 -0.1409 0.9011 -3.21 -0.87 -0.27
H 2.7276 -1.1075 1.9874 -1.05 0.31 -2.21
H 0.8479 0.7453 1.5026 1.41 -0.61 -1.75
H -0.3659 0.5927 -1.9768 0.45 0.50 3.72
H -3.0297 -0.0157 -1.7605 -1.23 -2.03 -1.37
H -2.4280 1.6106 -1.5440 -0.92 -2.55 2.23
H -3.4639 0.6296 0.1442 1.72 -0.05 -4.19
H -0.1482 -0.7998 0.9925 -3.41 0.16 -1.28
N 0.9870 -0.0480 -0.5490 -1.81 2.61 0.90
N -0.2675 0.6800 -0.8309 0.72 -0.59 -4.67
N -1.2099 -0.7025 0.7139 -1.29 0.20 0.13
```
Positions in Å, forces in eV/Å.

***

(6)
DFT (ωB97M-V/def2-TZVPD) results for the molecule C4H9N3.

Its total energy is -321.888045 Eh. The calculation puts the HOMO energy at -6.99 eV. The value obtained for the relative energy (zero: lowest compared OMol25 entry of this formula, charge and spin) is 127.0 kcal/mol. Its total charge is 0.

Geometry as XYZ:
```
16
Properties=species:S:1:pos:R:3:forces:R:3
C 0.5086 2.0423 -0.1937 0.06 -0.07 0.13
N 0.3539 0.6553 -0.5755 0.11 0.07 -0.12
N 0.2086 -0.1578 0.6453 -0.76 0.21 -0.50
C 1.0681 -1.3306 0.7243 -0.07 -0.13 -0.23
C -1.1786 -0.1797 -0.0722 0.49 -0.33 0.60
C -1.6971 -1.2848 -0.6371 0.12 0.08 0.04
N 1.8317 -1.6890 -0.1975 -0.13 0.08 0.14
H 0.1755 0.3533 1.5309 0.02 -0.04 -0.17
H 1.7607 -1.0196 -0.9753 -0.03 0.04 0.10
H 0.9302 -1.8996 1.6395 0.05 0.04 0.02
H -1.7937 0.6232 0.3148 0.11 0.04 -0.02
H -0.3440 2.4485 0.3817 0.01 -0.05 -0.02
H 0.5881 2.6193 -1.1149 0.00 -0.01 0.05
H 1.4230 2.2109 0.3972 -0.05 0.02 -0.04
H -1.0883 -2.1078 -0.9807 0.03 -0.03 0.06
H -2.7467 -1.2837 -0.8868 0.02 0.08 -0.05
```
Positions in Å, forces in eV/Å.